No. 1
DFT (wB97M-V/def2-TZVPD) results for a cluster of 2 separate species, C4H7NO in total.

```
13
Properties=species:S:1:pos:R:3
N 2.385 -0.008 0.566
C 1.180 0.038 0.222
C 0.042 -0.857 0.637
C -0.975 -0.605 -0.478
C -0.622 0.779 -0.997
O 0.677 0.987 -0.686
H 2.919 0.729 0.103
H 0.386 -1.887 0.747
H -0.354 -0.516 1.602
H -2.023 -0.686 -0.184
H -0.803 -1.297 -1.314
H -1.436 1.603 0.337
H -1.376 1.721 -0.555
```

Values from the calculation:
relative energy (zero: lowest compared OMol25 entry of this formula, charge and spin): 109.4 kcal per mole
HOMO: -8.7 eV

---

No. 2
DFT (wB97M-V/def2-TZVPD) results for the molecule C11H27NO3Si in a non-equilibrium geometry.

```
43
Properties=species:S:1:pos:R:3
C 3.285 1.447 -4.799
C 2.334 0.308 -4.361
C 2.045 0.320 -2.881
C 0.763 1.049 -2.400
N 0.446 0.844 -0.974
C -0.090 -0.449 -0.673
Si -0.519 -0.683 1.172
O -0.677 -2.270 1.530
C -1.844 -2.986 1.190
C -2.911 -3.033 2.286
O -1.945 0.225 1.283
C -2.169 1.604 1.007
C -3.661 2.083 1.410
O 0.712 0.075 1.945
C 1.212 -0.486 3.124
C 1.866 0.516 3.964
H 2.930 2.398 -4.612
H 4.195 1.392 -4.179
H 3.536 1.312 -5.916
H 1.391 0.354 -4.928
H 2.853 -0.696 -4.496
H 2.919 0.707 -2.353
H 2.056 -0.676 -2.498
H 0.758 2.139 -2.557
H -0.012 0.681 -3.063
H 1.214 0.873 -0.325
H -1.046 -0.600 -1.127
H 0.471 -1.290 -1.068
H -1.503 -4.006 0.861
H -2.283 -2.510 0.330
H -3.882 -3.385 1.922
H -3.028 -2.032 2.787
H -2.574 -3.721 3.063
H -1.907 1.776 -0.027
H -1.404 2.213 1.568
H -4.242 1.215 1.780
H -3.644 2.617 2.420
H -4.101 2.681 0.662
H 0.346 -1.054 3.669
H 1.907 -1.233 2.837
H 2.370 0.020 4.779
H 2.627 0.931 3.303
H 1.205 1.328 4.349
```

Values from the calculation:
relative energy (zero: lowest compared OMol25 entry of this formula, charge and spin): 18.0 kcal per mole
HOMO: -8.4 eV
structure (SMILES): CCCCNC[Si](OCC)(OCC)OCC

---

No. 3
DFT (wB97M-V/def2-TZVPD) results for a structure of composition C31H49N2O2P2W in a non-equilibrium geometry.

```
87
Properties=species:S:1:pos:R:3
C 1.935 -1.816 -2.085
C 2.062 0.422 -2.923
C 2.909 -2.218 -2.983
C 2.869 -0.049 -3.992
C 3.308 -1.355 -4.009
H 3.331 -3.212 -2.860
H 3.180 0.675 -4.754
H 3.950 -1.726 -4.808
N 1.461 -0.539 -2.080
P -0.186 -2.376 -0.253
P 1.145 2.236 -1.004
C 1.472 -2.750 -0.984
H 1.482 -3.798 -1.339
H 2.207 -2.713 -0.158
C 1.867 1.778 -2.596
H 2.230 2.528 -3.307
C -0.241 3.554 -1.039
C 2.760 2.962 -0.287
C -1.411 -3.359 -1.332
C -0.060 -3.083 1.496
C -1.514 2.989 -0.374
H -1.319 2.647 0.652
H -2.258 3.800 -0.315
H -1.961 2.163 -0.937
C 0.117 4.815 -0.231
H 0.262 4.577 0.829
H 0.996 5.334 -0.622
H -0.726 5.523 -0.283
C -0.529 3.935 -2.497
H -1.336 4.687 -2.510
H 0.352 4.379 -2.983
H -0.862 3.067 -3.084
C 2.593 3.378 1.189
H 2.053 2.618 1.773
H 3.596 3.509 1.624
H 2.072 4.335 1.300
C 3.836 1.869 -0.362
H 3.566 0.979 0.219
H 4.022 1.567 -1.397
H 4.770 2.280 0.044
C 3.221 4.169 -1.149
H 2.876 4.124 -2.192
H 2.918 5.132 -0.720
H 4.323 4.175 -1.179
C -1.413 -2.876 2.196
H -1.330 -3.247 3.230
H -1.694 -1.813 2.245
H -2.227 -3.437 1.718
C 1.030 -2.353 2.298
H 2.019 -2.444 1.830
H 0.802 -1.295 2.450
H 1.081 -2.830 3.290
C 0.334 -4.573 1.488
H 0.613 -4.852 2.515
H -0.483 -5.236 1.190
H 1.206 -4.762 0.846
C -1.121 -3.030 -2.804
H -1.820 -3.610 -3.426
H -1.291 -1.974 -3.029
H -0.097 -3.298 -3.095
C -2.852 -2.945 -0.991
H -3.057 -1.899 -1.246
H -3.531 -3.572 -1.590
H -3.093 -3.101 0.068
C -1.297 -4.884 -1.136
H -0.265 -5.257 -1.189
H -1.766 -5.209 -0.197
H -1.862 -5.369 -1.950
W -0.105 0.022 -0.830
C -0.006 0.524 1.034
O 0.091 0.875 2.176
N -1.827 0.020 -1.739
C -2.807 -0.011 -2.491
C -3.084 0.447 -3.834
C -4.389 0.546 -4.364
C -1.971 0.743 -4.664
C -4.570 0.949 -5.689
H -5.235 0.317 -3.719
C -2.163 1.102 -5.996
H -0.956 0.691 -4.264
C -3.460 1.223 -6.505
H -5.579 1.069 -6.098
H -1.297 1.313 -6.624
H -3.609 1.557 -7.533
O -2.484 0.789 2.947
H -3.289 0.927 3.477
H -1.750 1.112 3.504
```

Values from the calculation:
relative energy (zero: lowest compared OMol25 entry of this formula, charge and spin): 0.0 kcal per mole
HOMO (alpha / beta): -16.9 / -17.3 eV
spin multiplicity: 3
⟨S²⟩: 2.085
charge: +3

---

No. 4
DFT (wB97M-V/def2-TZVPD) results for a cluster of 2 separate species, C5H11NO in total.

```
18
Properties=species:S:1:pos:R:3
C 0.124 -1.526 1.095
N 0.628 -0.369 1.010
C 1.486 -0.017 -0.116
C 1.543 -0.933 -1.337
H 0.286 -2.329 0.369
H -0.524 -1.753 1.946
H 1.164 0.980 -0.441
H 2.488 0.112 0.314
H 2.236 -0.499 -2.065
H 0.562 -1.009 -1.820
H 1.907 -1.940 -1.104
C -1.676 1.819 0.736
C -1.742 0.697 -0.260
O -1.320 0.767 -1.390
H -1.297 2.715 0.240
H -0.999 1.523 1.546
H -2.666 2.007 1.165
H -2.200 -0.245 0.112
```

Values from the calculation:
relative energy (zero: lowest compared OMol25 entry of this formula, charge and spin): 45.0 kcal per mole
HOMO: -9.7 eV
structure (SMILES): C=NCC.CC=O